The following is a DFT calculation (ωB97M-V/def2-TZVPD) of 8 unconnected molecules or ions with the total composition C23H39N11O3 at a distorted geometry.

Geometry as XYZ:
```
76
Properties=species:S:1:pos:R:3
H -0.52 1.71 2.43
H -1.97 -5.27 1.04
H 1.27 0.87 0.89
C 1.44 1.90 -0.91
N 4.82 5.60 2.21
H 2.48 -0.05 5.02
H -4.09 0.24 -3.46
N 1.58 -4.57 1.65
C -1.83 -4.25 0.68
H 5.82 5.68 2.38
H -2.23 -1.18 -1.15
N 1.17 0.84 -0.11
H -0.90 -2.38 1.30
H 0.06 -0.93 -0.33
C 4.15 -2.42 0.77
H -6.34 -0.96 -1.93
N -2.77 -0.31 2.12
C 1.02 1.58 -2.19
H -2.65 1.32 -7.23
H 2.91 -0.93 2.00
C -1.48 -4.32 -0.81
H 2.62 3.51 2.04
C -3.58 0.57 -1.06
H 0.91 0.04 4.15
C -2.84 0.75 -5.10
C -5.04 0.34 -5.34
H 4.87 0.69 1.56
N 5.46 -2.35 0.33
H -2.11 1.83 1.69
C -3.20 -0.72 -1.21
C -3.21 0.95 -6.39
C -4.55 0.75 -6.56
H 1.95 2.78 -0.54
H 3.58 -3.33 0.78
H 4.34 6.33 1.70
H -3.14 -1.15 2.54
H -4.33 -2.42 -1.80
C -5.40 -0.54 -1.61
N -1.45 1.36 2.29
C -0.85 -3.44 1.57
C 3.80 -1.18 1.43
C 5.87 -1.02 0.54
H -2.91 1.38 -0.82
C -1.69 0.15 2.67
H -3.21 0.17 1.34
H 5.96 -3.04 -0.22
H -2.79 -3.73 0.74
H -5.07 0.92 -7.50
H -6.03 0.11 -4.99
C 2.37 1.23 3.48
H -5.48 1.60 -1.02
O 4.98 3.36 2.30
C 4.80 -0.30 1.12
H 0.02 -0.09 -3.08
C 4.35 4.39 2.15
H -1.19 -3.62 2.58
H 1.20 2.23 -3.03
H 6.83 -0.63 0.23
H -1.02 -3.42 -1.22
H 4.12 1.42 4.61
C 0.46 -0.09 -0.88
H -0.66 -5.03 -0.90
H 4.00 2.12 3.02
H -1.88 0.82 -4.59
N -4.33 -1.45 -1.52
O -0.98 -0.43 3.41
C -4.98 0.67 -1.23
H -2.29 -4.69 -1.43
N 3.62 1.53 3.74
O 1.86 1.73 2.51
H 2.43 5.23 1.89
N 1.84 0.37 4.37
C 0.46 0.35 -2.20
C 0.52 -4.08 1.58
N 3.03 4.43 1.98
N -4.01 0.46 -4.44
```

Spin multiplicity = 2
HOMO-LUMO gap (alpha / beta) = 0.053 / 0.275 Ha
Charge = -1
⟨S²⟩ = 0.7504
HOMO energy (alpha / beta) = 0.583 / -5.525 eV

---

The following is a DFT calculation (ωB97M-V/def2-TZVPD) of a molecular structure, C23H39N4SSbZn.

Geometry as XYZ:
```
69
Properties=species:S:1:pos:R:3
C 0.17 -0.32 -2.36
H -3.71 -3.58 -0.91
H -1.04 -2.01 -5.33
Zn 0.34 -0.17 -0.43
H -0.31 4.46 0.64
S 2.24 1.39 0.00
H 0.19 -2.79 3.86
H 0.46 4.15 -1.65
H -0.24 -1.37 -6.78
H -0.08 4.36 3.14
H -2.00 5.05 -1.49
H -3.64 0.07 -0.85
H -2.00 5.64 2.03
H -3.01 4.20 2.09
C -0.04 -1.40 2.25
H 0.06 3.80 -3.33
C -3.53 1.91 0.30
C 0.05 -1.72 3.71
C -2.34 4.19 -2.08
H -4.90 1.16 1.82
H -3.37 3.96 -1.77
C -1.03 3.89 1.24
C 2.38 0.96 1.66
N 3.24 1.67 2.43
H -1.72 2.19 -2.56
H 3.93 2.24 1.97
H 0.73 -2.07 -5.46
H -3.37 0.27 1.72
Sb -1.40 2.13 0.04
H -2.03 -1.88 -1.70
H 3.42 1.33 3.36
C -1.39 3.01 -1.93
H 2.09 0.09 -5.35
H -1.03 2.88 3.17
H -0.86 -1.42 4.23
H 1.10 0.76 -6.67
C -3.82 1.27 1.66
C -0.36 3.48 2.55
C -0.16 -1.47 -5.69
H -1.26 1.72 -4.92
H -3.97 2.92 0.26
C -1.97 -2.99 1.95
N 0.72 -0.56 1.64
H 0.70 2.52 -2.30
H -5.18 0.94 -0.74
C -2.06 -2.22 -0.67
C 1.18 0.65 -5.58
N 1.66 0.08 2.36
C 0.07 -0.24 -3.57
N -1.16 -1.68 0.14
C -4.09 1.07 -0.85
C -2.98 -3.16 -0.22
H 0.89 -1.19 4.15
H -3.63 -4.27 1.49
C -2.27 4.74 1.48
H -2.38 4.52 -3.12
H -2.77 5.04 0.56
C -1.09 -2.05 1.43
H 0.55 2.89 2.38
H -3.42 1.86 2.49
H -1.43 0.83 -6.45
C -2.93 -3.54 1.11
C -1.32 0.72 -5.36
C -0.06 -0.09 -5.04
H -3.91 1.52 -1.83
C 0.04 3.39 -2.32
H 1.26 1.64 -5.13
H -2.21 0.23 -4.97
H -1.91 -3.28 2.98
```

Energy relative to the best compared isomer or geometry (same formula, charge and spin) = 0.0 kcal per mole
HOMO-LUMO gap = 0.268 Ha
Charge = 0
HOMO energy = -7.500 eV

---

The following is a DFT calculation (ωB97M-V/def2-TZVPD) of a molecular structure, C23H39N7O8PPdSSi at a distorted geometry.

Geometry as XYZ:
```
81
Properties=species:S:1:pos:R:3
H 2.86 3.05 3.97
C -1.34 -2.12 -0.58
O -1.36 -6.38 -3.27
C -0.86 -1.52 -3.00
C 1.75 -1.10 -1.21
H -4.54 1.59 0.14
N -0.17 -0.83 -5.23
H -2.94 2.35 0.15
H 0.45 1.59 -4.18
C 3.04 2.02 4.27
C -1.13 4.63 -4.25
H -3.20 0.89 -0.80
C 0.01 2.53 -3.84
N 2.42 -0.13 -2.10
C -4.01 -1.23 1.63
N 0.50 2.01 -1.48
C 0.98 2.05 5.69
O -0.86 -5.85 -5.29
H -3.18 0.79 4.08
H -3.82 -1.85 0.75
N -0.30 0.69 3.36
H 0.58 2.03 0.60
H 1.97 0.78 -1.95
H 1.48 0.91 2.60
C -0.55 3.43 -4.71
H 2.25 -2.71 2.88
H 1.63 -3.36 0.70
H 3.41 -0.06 -1.84
C -3.44 1.31 3.15
O 3.89 -0.53 0.32
H -5.07 -0.98 1.67
H 1.77 -2.08 -1.69
H -0.81 -0.47 -2.73
H -1.61 5.85 -2.55
Pd -0.75 -0.16 1.52
H 0.79 3.08 5.39
C 2.61 -2.90 0.89
H 3.70 2.01 5.14
H -3.77 -1.84 2.51
H -0.31 -0.03 4.09
H 3.34 -3.39 0.25
H 2.15 -0.65 -5.16
C -1.26 -3.81 -2.41
O 0.07 -1.23 -6.36
O -1.47 -3.00 0.26
C -1.19 -2.47 -2.04
C -1.16 4.93 -2.90
P 2.53 -1.13 0.45
H -2.99 2.31 3.17
O -1.25 -0.85 -0.35
H -4.53 1.46 3.16
C 2.02 -0.14 4.99
N 0.95 1.40 3.33
C -0.01 2.83 -2.48
H 2.48 -0.67 4.16
C -0.53 -1.90 -4.29
N -1.07 -5.57 -4.12
H 3.56 1.51 3.45
C -0.60 4.02 -2.02
H -1.03 1.35 3.60
H -1.51 -4.56 -1.68
H 0.03 1.57 5.93
C 0.31 2.53 -0.32
O 1.68 -0.59 -4.32
H -1.57 5.32 -4.96
C 1.73 1.31 4.58
H 3.82 -2.60 2.50
H -0.35 -3.50 -5.69
O 1.54 -0.50 1.43
C -0.98 -4.15 -3.72
C -0.60 -3.22 -4.68
H 1.58 2.06 6.61
Si -2.96 0.33 1.60
H 0.72 -0.79 -1.11
H 2.19 -0.40 -3.18
S -0.49 4.07 -0.29
H 2.70 -0.15 5.84
H -0.56 3.21 -5.77
N 2.97 -3.12 2.30
H 1.12 -0.68 5.30
C -3.46 1.39 0.13
```

Energy relative to the best compared isomer or geometry (same formula, charge and spin) = 10.1 kcal per mole
HOMO-LUMO gap = 0.285 Ha
Charge = -1
HOMO energy = -5.663 eV

---

The following is a DFT calculation (ωB97M-V/def2-TZVPD) of a molecular structure, C23H40Cl24Nb at a distorted geometry.

Geometry as XYZ:
```
88
Properties=species:S:1:pos:R:3
H 5.03 -1.44 -0.73
C -5.54 0.70 1.07
Cl 3.12 -0.15 -0.31
C 4.86 -0.40 -0.50
Cl -4.38 -10.27 0.57
Cl -0.42 -7.71 -0.64
H 0.93 6.99 1.79
Cl -4.41 -4.42 -5.14
H 1.80 10.53 4.91
Cl 5.40 -5.33 -4.01
C -0.28 2.17 -0.11
H 1.20 -2.85 0.57
H -1.87 2.07 1.44
H 2.47 12.17 5.09
H 6.62 -0.69 -3.78
H 5.67 -5.03 -6.33
H -7.14 -0.29 0.02
Cl 5.76 -1.05 -5.94
C -4.00 2.07 -0.26
Nb -0.52 0.63 -1.75
C 6.33 -5.27 -5.51
H -3.79 -2.19 0.88
H 1.68 -7.03 -1.45
C 4.55 7.32 2.77
Cl 1.48 4.76 1.31
H -2.48 3.20 -1.40
H -3.93 1.81 1.88
Cl 4.34 6.29 1.35
C -3.67 -4.97 -3.63
C -2.46 0.61 4.19
C 0.68 -6.62 -1.49
C 0.63 -0.90 -0.47
H -2.03 1.55 3.87
H -2.16 0.09 -1.18
Cl 7.11 -6.83 -5.85
C -4.74 1.69 -1.39
Cl -1.17 6.02 1.37
H 0.29 1.66 0.70
C -4.44 1.54 0.96
Cl 0.69 -5.01 -0.76
H -1.26 1.90 -2.84
C -2.84 -10.44 -0.28
H -3.59 -4.13 -2.95
H 4.91 8.29 2.44
Cl 1.51 11.82 2.97
Cl -3.02 -11.39 -1.76
H 2.11 -0.54 6.12
C -5.85 0.86 -1.31
H 1.87 0.93 5.14
H 0.38 2.98 -0.46
H -4.43 2.06 -2.37
C -2.79 3.03 -0.36
C 0.48 6.03 2.01
C 1.08 -1.91 0.06
H -1.32 3.70 1.05
H 5.27 6.86 3.43
H -6.38 0.59 -2.22
Cl 1.17 -1.01 4.01
C -6.26 0.36 -0.07
Cl 8.27 -2.02 -4.80
H 7.10 -4.52 -5.41
C -1.59 2.72 0.59
C -3.42 -2.74 0.03
Cl 5.53 0.60 -1.82
H 1.10 1.18 -2.47
H -3.49 -3.81 0.22
H -3.21 4.00 -0.01
H -0.68 -0.51 -3.18
H 0.43 5.89 3.08
Cl -1.72 -2.32 -0.24
C 6.61 -1.53 -4.46
C 1.43 -0.02 5.44
H 0.36 -6.53 -2.52
H -1.79 0.10 4.88
C 2.37 11.31 4.43
Cl 3.98 10.70 4.05
Cl -2.69 -0.41 2.77
H 6.08 -2.36 -4.01
Cl -3.99 0.94 5.02
H -4.29 -5.75 -3.20
H -5.85 0.29 2.04
H 5.36 -0.13 0.42
H -2.13 -10.93 0.37
Cl 3.03 7.55 3.65
Cl -2.05 -5.63 -3.92
Cl -0.09 0.30 6.30
Cl -4.41 -2.36 -1.39
H -2.48 -9.45 -0.55
```

Energy relative to the best compared isomer or geometry (same formula, charge and spin) = 19.2 kcal per mole
HOMO-LUMO gap = 0.233 Ha
Charge = -1
HOMO energy = -4.725 eV

---

The following is a DFT calculation (ωB97M-V/def2-TZVPD) of a molecular structure, C23H40Cl3N4O3SiV at a distorted geometry.

Geometry as XYZ:
```
75
Properties=species:S:1:pos:R:3
C -0.06 -3.94 -6.12
H -0.19 4.61 -3.54
C -0.19 1.87 2.77
C 0.14 4.87 1.40
H 1.57 5.91 0.27
C -0.02 6.45 3.32
C 0.71 2.42 1.86
H -0.91 2.54 -4.35
C 1.89 -1.92 1.75
H 0.63 1.86 -3.84
H 1.38 3.64 0.25
H -3.35 1.85 4.02
C -2.57 2.19 -2.01
C 0.40 3.49 0.75
C 1.00 -3.91 -3.96
C 0.48 -1.83 1.83
H 1.93 0.37 4.97
C -0.43 1.92 -3.56
O 1.04 -4.00 -2.72
C -0.12 4.42 -2.47
N -3.53 1.51 1.96
H -2.87 3.27 3.00
H -2.86 2.15 -3.07
N -0.05 -4.28 -4.71
N 0.99 -2.22 -0.33
H -0.98 -1.69 0.34
H -1.50 -4.85 -3.32
H -1.07 -3.96 -6.53
H 0.57 -4.65 -6.71
H -5.20 2.34 0.99
H 3.12 -2.09 -0.10
H -2.34 0.19 2.99
C -0.09 5.10 2.73
Cl -1.28 -1.58 -2.70
V 0.87 -1.31 -2.09
H -0.06 6.10 -0.42
C -4.18 1.99 0.73
C 1.59 0.94 4.11
H 1.84 -3.48 -4.53
H 0.37 6.97 1.08
Si -0.87 2.88 -1.79
C -3.60 2.43 3.11
C 2.07 2.18 2.10
H 2.58 -1.84 2.58
H -1.26 2.08 2.62
H -0.66 5.20 -1.93
H 0.36 -2.93 -6.25
Cl 1.07 0.50 -1.16
C 0.50 6.03 0.52
H -1.69 -5.55 -4.96
H 0.94 4.43 -2.18
H -2.71 1.17 -1.60
C 2.16 -2.09 0.40
H -4.21 1.16 0.00
H -0.19 6.38 4.38
H -0.20 -1.80 2.71
C -2.73 0.40 1.96
H -0.48 0.80 4.62
H 3.56 1.32 3.35
H -0.73 7.18 2.93
H -0.42 -6.16 -3.85
H 0.97 6.87 3.19
H -3.29 2.87 -1.51
C 0.24 1.16 3.88
H -0.22 4.28 3.42
N -0.03 -1.97 0.59
H -0.84 0.91 -3.72
H -3.61 2.86 0.34
C 2.50 1.46 3.20
Cl 2.50 -1.04 -3.42
H 2.80 2.67 1.44
O -2.46 -0.28 0.95
O -0.54 3.14 -0.25
H -4.62 2.86 3.19
C -0.98 -5.27 -4.18
```

Energy relative to the best compared isomer or geometry (same formula, charge and spin) = 91.0 kcal per mole
Spin multiplicity = 3
HOMO-LUMO gap (alpha / beta) = 0.307 / 0.314 Ha
Charge = 0
⟨S²⟩ = 2.0113
HOMO energy (alpha / beta) = -7.948 / -8.045 eV

---

The following is a DFT calculation (ωB97M-V/def2-TZVPD) of 3 unconnected molecules or ions with the total composition C23H40IN2O6P at a distorted geometry.

Geometry as XYZ:
```
73
Properties=species:S:1:pos:R:3
O -0.10 0.97 1.63
H 1.38 1.05 -0.41
C 1.22 2.48 4.61
H 2.07 3.13 4.41
H 3.17 3.30 2.82
H 0.79 -5.60 -1.48
C 1.27 3.51 0.90
H 0.32 5.32 1.59
C -7.40 1.88 -0.40
H 3.54 1.58 2.67
N 0.88 1.50 2.37
H 0.56 -2.51 -5.68
H 0.65 -3.95 -4.72
H 0.50 -4.97 -3.07
H 3.93 -2.21 -4.04
O -7.45 1.27 -1.45
C 0.24 2.33 3.43
H -4.36 -1.08 0.81
H -1.34 2.21 4.93
C 1.67 -0.73 -4.27
I -6.36 0.58 3.71
O 2.42 -1.53 -1.80
O -3.89 2.55 1.40
C 1.91 -3.76 -1.85
O -8.67 2.31 0.11
H 0.71 2.92 5.48
H 3.19 -5.47 -2.21
H -3.81 -0.14 2.33
H 0.73 -0.29 -3.93
C 3.28 -4.26 -3.98
H 2.49 -0.13 -3.88
H 2.97 1.76 -0.38
H 1.27 -3.26 0.19
N 1.61 -2.41 -2.40
H -4.40 2.66 2.22
H 1.60 1.51 4.93
H 4.27 -4.60 -4.30
C 1.83 2.18 1.44
C -0.21 3.72 2.92
H 2.03 4.03 0.31
C -8.42 2.06 1.48
C 0.79 4.43 2.02
C 2.10 -3.75 -0.32
H -1.83 1.59 3.37
H -0.37 -2.60 -4.19
C 0.59 -2.87 -4.64
H 1.70 -0.62 -5.36
H 3.95 2.72 1.39
C 3.19 2.46 2.13
H 2.64 0.33 0.60
H -0.75 0.64 4.40
C -7.07 1.40 1.85
H -1.15 3.61 2.36
H -2.69 -0.27 0.87
H 2.17 -4.77 0.07
H 4.06 -3.96 -2.02
H 3.11 -2.74 -5.49
C 3.08 -2.81 -4.40
H -0.44 4.36 3.78
C 2.22 1.28 0.25
H 2.56 -4.91 -4.48
O -8.81 2.90 2.27
H 3.03 -3.24 -0.02
C -0.99 1.65 4.06
C -6.32 1.56 0.66
C 0.68 -4.67 -2.04
H 0.43 3.31 0.22
C 3.16 -4.41 -2.47
C -3.77 -0.21 1.22
H -0.23 -4.18 -1.67
P -4.48 1.30 0.39
C 1.76 -2.22 -3.87
H 1.64 4.80 2.61
```

Spin multiplicity = 3
HOMO-LUMO gap (alpha / beta) = 0.274 / 0.286 Ha
Charge = 0
⟨S²⟩ = 2.0086
HOMO energy (alpha / beta) = -8.763 / -9.085 eV

---

Please write out number 6 again, unchanged.
The following is a DFT calculation (ωB97M-V/def2-TZVPD) of 3 unconnected molecules or ions with the total composition C23H40IN2O6P at a distorted geometry.

Geometry as XYZ:
```
73
Properties=species:S:1:pos:R:3
O -0.10 0.97 1.63
H 1.38 1.05 -0.41
C 1.22 2.48 4.61
H 2.07 3.13 4.41
H 3.17 3.30 2.82
H 0.79 -5.60 -1.48
C 1.27 3.51 0.90
H 0.32 5.32 1.59
C -7.40 1.88 -0.40
H 3.54 1.58 2.67
N 0.88 1.50 2.37
H 0.56 -2.51 -5.68
H 0.65 -3.95 -4.72
H 0.50 -4.97 -3.07
H 3.93 -2.21 -4.04
O -7.45 1.27 -1.45
C 0.24 2.33 3.43
H -4.36 -1.08 0.81
H -1.34 2.21 4.93
C 1.67 -0.73 -4.27
I -6.36 0.58 3.71
O 2.42 -1.53 -1.80
O -3.89 2.55 1.40
C 1.91 -3.76 -1.85
O -8.67 2.31 0.11
H 0.71 2.92 5.48
H 3.19 -5.47 -2.21
H -3.81 -0.14 2.33
H 0.73 -0.29 -3.93
C 3.28 -4.26 -3.98
H 2.49 -0.13 -3.88
H 2.97 1.76 -0.38
H 1.27 -3.26 0.19
N 1.61 -2.41 -2.40
H -4.40 2.66 2.22
H 1.60 1.51 4.93
H 4.27 -4.60 -4.30
C 1.83 2.18 1.44
C -0.21 3.72 2.92
H 2.03 4.03 0.31
C -8.42 2.06 1.48
C 0.79 4.43 2.02
C 2.10 -3.75 -0.32
H -1.83 1.59 3.37
H -0.37 -2.60 -4.19
C 0.59 -2.87 -4.64
H 1.70 -0.62 -5.36
H 3.95 2.72 1.39
C 3.19 2.46 2.13
H 2.64 0.33 0.60
H -0.75 0.64 4.40
C -7.07 1.40 1.85
H -1.15 3.61 2.36
H -2.69 -0.27 0.87
H 2.17 -4.77 0.07
H 4.06 -3.96 -2.02
H 3.11 -2.74 -5.49
C 3.08 -2.81 -4.40
H -0.44 4.36 3.78
C 2.22 1.28 0.25
H 2.56 -4.91 -4.48
O -8.81 2.90 2.27
H 3.03 -3.24 -0.02
C -0.99 1.65 4.06
C -6.32 1.56 0.66
C 0.68 -4.67 -2.04
H 0.43 3.31 0.22
C 3.16 -4.41 -2.47
C -3.77 -0.21 1.22
H -0.23 -4.18 -1.67
P -4.48 1.30 0.39
C 1.76 -2.22 -3.87
H 1.64 4.80 2.61
```

Spin multiplicity = 3
HOMO-LUMO gap (alpha / beta) = 0.274 / 0.286 Ha
Charge = 0
⟨S²⟩ = 2.0086
HOMO energy (alpha / beta) = -8.763 / -9.085 eV

---

Look up the charge of the second one. 0